[1]
{
  "formula": "C4H12N5",
  "method": "ωB97M-V with the def2-TZVPD basis set",
  "max_force_ev_per_a": 5.44,
  "charge": 1,
  "smiles": "N[C@H]1[C@]2(N)NC[NH2+][C@]12N",
  "e_above_lowest_kj_mol": 175.6,
  "orbital_gap_ev": 9.7,
  "spin_multiplicity": 1,
  "energy_ev": -11784.17626,
  "species": ["N", "C", "C", "N", "N", "C", "N", "C", "N", "H", "H", "H", "H", "H", "H", "H", "H", "H", "H", "H", "H"],
  "xyz": [[-2.257181, 0.078512, -0.881468], [-0.861476, 0.071621, -0.927228], [-0.057280, 0.807109, 0.067012], [-0.738926, 1.778716, 1.106863], [1.257213, 1.016764, -0.608980], [2.116241, -0.012155, -0.223453], [1.281165, -1.238102, -0.185923], [-0.084109, -0.729299, 0.155740], [-0.625277, -1.612959, 1.225243], [-2.780466, -0.407129, -1.709336], [-2.726157, -0.178159, -0.025424], [-0.378742, 0.143783, -1.893085], [-0.157981, 2.554515, 1.114187], [-1.652120, 2.027849, 0.856122], [1.505975, 1.981493, -0.506434], [2.858015, -0.222609, -1.045941], [2.555494, 0.160447, 0.767487], [1.388476, -1.552482, -1.159257], [1.421110, -1.842758, 0.585579], [-1.651753, -1.712351, 1.190989], [-0.412215, -1.112800, 2.097312]],
  "forces_ev_per_angstrom": [[-2.438, -0.954, -2.500], [-0.374, -0.987, 0.521], [-0.995, 0.815, 1.083], [2.838, -4.405, -1.443], [-2.869, 1.313, 0.514], [2.967, -0.207, 0.202], [-1.042, 2.410, -1.564], [-1.337, -0.407, 0.836], [0.160, 2.100, -0.908], [1.641, 1.242, 2.138], [0.255, 0.043, 0.111], [-0.464, -0.290, -0.210], [1.044, 1.942, 0.376], [-1.410, 0.290, -0.965], [0.966, 0.175, -0.106], [-0.150, 0.588, 1.283], [0.342, -0.450, -0.184], [-0.584, -1.208, 0.747], [1.049, -1.548, 0.413], [0.786, -0.059, -0.222], [-0.383, -0.401, -0.120]]
}



[2]
{
  "formula": "C29H22N5O2PPt",
  "method": "ωB97M-V with the def2-TZVPD basis set",
  "max_force_ev_per_a": 2.68,
  "charge": 4,
  "e_above_lowest_kj_mol": 165.1,
  "orbital_gap_ev": [7.1, 3.2],
  "spin_multiplicity": 5,
  "energy_ev": -54463.68935,
  "species": ["Pt", "O", "N", "O", "C", "C", "C", "C", "C", "C", "N", "C", "C", "N", "C", "C", "C", "C", "H", "H", "H", "H", "H", "H", "H", "N", "P", "C", "C", "C", "C", "C", "C", "C", "C", "C", "C", "C", "C", "C", "C", "C", "C", "C", "N", "H", "H", "H", "H", "H", "H", "H", "H", "H", "H", "H", "H", "H", "H", "H"],
  "xyz": [[0.367353, -0.177345, -0.356605], [3.767453, -0.270245, 6.104795], [4.563953, -0.265645, 5.215695], [5.742153, -0.211945, 5.230495], [3.961653, -0.342945, 3.807795], [4.849753, -0.402445, 2.781095], [4.405353, -0.484245, 1.428395], [5.286053, -0.654245, 0.342795], [4.763753, -0.738045, -0.930505], [3.382853, -0.607345, -1.109405], [2.542053, -0.449545, -0.100205], [3.018153, -0.411145, 1.163095], [2.086553, -0.335545, 2.249795], [0.775253, -0.295745, 1.965095], [-0.123647, -0.323345, 2.923295], [0.231153, -0.399145, 4.274295], [1.564753, -0.407345, 4.603095], [2.547553, -0.356145, 3.602295], [5.916153, -0.392045, 2.978895], [6.353353, -0.728345, 0.509095], [5.404953, -0.896445, -1.785905], [2.961753, -0.632745, -2.109005], [-1.167847, -0.290545, 2.636295], [-0.533747, -0.446545, 5.035495], [1.868553, -0.465745, 5.648495], [-2.107747, 1.665755, -1.296305], [-2.123447, 0.167155, -0.524205], [-3.907847, -0.246845, -0.548705], [-4.666047, -0.017745, -1.706805], [-6.032347, -0.234245, -1.696105], [-6.633247, -0.732845, -0.546805], [-5.885347, -0.933545, 0.605995], [-4.507347, -0.742145, 0.603795], [-1.285447, -0.978945, -1.760805], [-1.115347, -0.665745, -3.125505], [-0.780247, -1.676845, -4.012105], [-0.587947, -2.981845, -3.566905], [-0.718247, -3.292445, -2.215105], [-1.056547, -2.301245, -1.305205], [-0.998747, 2.480555, -1.402205], [-1.126247, 3.818355, -1.806005], [0.005053, 4.604155, -1.906505], [1.245653, 4.050255, -1.612605], [1.291453, 2.729955, -1.189505], [0.201753, 1.968955, -1.100305], [-2.994147, 2.143955, -1.456105], [-4.184747, 0.277055, -2.631305], [-6.611147, -0.068145, -2.593605], [-7.689847, -0.979845, -0.566705], [-6.380847, -1.180645, 1.539695], [-3.939047, -0.902045, 1.508795], [-1.284247, 0.332955, -3.500205], [-0.679647, -1.444745, -5.063105], [-0.342847, -3.762245, -4.278305], [-0.581147, -4.308745, -1.875805], [-1.270147, -2.572245, -0.274105], [-2.102447, 4.227055, -2.025205], [-0.073447, 5.641855, -2.199805], [2.156653, 4.623955, -1.687905], [2.229953, 2.275955, -0.893105]],
  "forces_ev_per_angstrom": [[1.434, 0.462, 0.666], [0.031, 0.076, 1.389], [-1.145, -0.165, -2.322], [1.398, 0.101, 0.760], [0.859, -0.048, -0.142], [-0.228, 0.012, 0.432], [-0.724, 0.018, -0.078], [-0.274, 0.014, -0.194], [-0.051, 0.018, 0.184], [0.384, -0.062, -0.505], [-0.894, 0.295, -0.056], [0.577, 0.013, 0.557], [0.951, -0.033, 0.717], [-0.500, 0.143, -1.515], [-0.510, 0.012, 0.574], [0.085, 0.036, -0.535], [-0.293, -0.067, 0.803], [-0.360, 0.020, -1.003], [-0.092, -0.036, 0.131], [0.022, 0.005, 0.033], [-0.045, 0.033, -0.055], [-0.005, -0.004, 0.045], [0.036, 0.022, -0.071], [-0.021, 0.011, -0.006], [-0.212, 0.045, -0.465], [-0.535, -0.287, 0.422], [0.246, -0.219, -0.906], [0.657, -0.310, 1.921], [0.201, 0.018, -0.574], [-1.598, -0.542, 0.541], [-0.826, 0.325, -2.076], [-0.988, -0.421, 1.077], [2.313, 0.893, -1.016], [-0.485, 0.105, 0.834], [0.169, -0.047, -0.314], [-0.051, 0.504, 0.049], [0.062, -0.174, 0.149], [0.011, 0.032, 0.203], [-0.347, -0.429, -0.117], [0.570, 0.971, -0.241], [-0.261, -0.518, 0.127], [0.403, 0.047, 0.008], [-0.271, 0.009, -0.010], [0.448, 0.135, 0.039], [-0.275, -1.185, 0.540], [0.212, -0.046, 0.089], [0.026, 0.032, -0.093], [-0.109, 0.027, -0.025], [0.012, 0.091, 0.113], [-0.070, -0.067, -0.017], [0.033, -0.056, 0.057], [0.025, 0.132, 0.015], [-0.027, 0.010, -0.068], [0.005, 0.018, 0.024], [0.027, -0.069, 0.032], [0.142, -0.003, 0.003], [-0.083, 0.031, -0.036], [-0.044, 0.039, -0.057], [0.057, 0.048, 0.028], [-0.069, -0.017, -0.063]]
}



[3]
{
  "formula": "C45H56BN7O6S4V",
  "method": "ωB97M-V with the def2-TZVPD basis set",
  "max_force_ev_per_a": 1.23,
  "charge": -2,
  "e_above_lowest_kj_mol": 127.9,
  "orbital_gap_ev": [5.1, 5.4],
  "spin_multiplicity": 4,
  "energy_ev": -139999.20983,
  "species": ["V", "C", "C", "C", "C", "C", "H", "H", "H", "H", "H", "C", "C", "C", "C", "C", "C", "C", "S", "O", "O", "N", "C", "C", "C", "C", "C", "N", "H", "H", "H", "H", "H", "H", "H", "H", "H", "H", "H", "C", "C", "C", "C", "N", "C", "S", "N", "C", "C", "C", "C", "H", "H", "H", "H", "H", "H", "H", "H", "H", "H", "H", "H", "H", "H", "H", "H", "H", "H", "H", "H", "C", "C", "C", "C", "C", "C", "C", "C", "O", "B", "O", "C", "C", "H", "H", "H", "H", "H", "H", "H", "H", "H", "H", "H", "H", "N", "C", "C", "C", "C", "C", "C", "S", "O", "O", "N", "C", "S", "C", "C", "N", "H", "H", "H", "H", "H", "H", "H", "H"],
  "xyz": [[0.253363, -0.506829, 0.532566], [-2.385954, 1.478729, -0.297037], [-3.521089, 0.694127, -0.496608], [-3.161226, -0.405603, -1.309672], [-1.801224, -0.290479, -1.613630], [-1.298866, 0.870792, -0.962095], [-2.315720, 2.387491, 0.277774], [-4.492815, 0.859162, -0.047148], [-3.799364, -1.239771, -1.572868], [-1.222790, -1.000833, -2.194800], [-0.386698, 1.392357, -1.205007], [3.311823, -3.233588, -6.436502], [2.796458, -3.324475, -5.025847], [3.575386, -3.906180, -4.024788], [3.135347, -3.948703, -2.714842], [1.901576, -3.403522, -2.386938], [1.105412, -2.842945, -3.368270], [1.555117, -2.808167, -4.683258], [1.354950, -3.379857, -0.694960], [1.294688, -4.755606, -0.230216], [0.049126, -2.695583, -0.735461], [2.495384, -2.543318, -0.052002], [2.482903, -2.368590, 1.320868], [3.445582, -2.988705, 2.126456], [3.417360, -2.784809, 3.488497], [2.432822, -1.968338, 4.036811], [1.522031, -1.380663, 3.183110], [1.547399, -1.569549, 1.857416], [3.725350, -4.186270, -6.773914], [4.106754, -2.487219, -6.516910], [2.518436, -2.945856, -7.127122], [4.545063, -4.321860, -4.278105], [3.744431, -4.383192, -1.933789], [0.149443, -2.426406, -3.085797], [0.934474, -2.352032, -5.446993], [4.171890, -3.630819, 1.649284], [4.152160, -3.265521, 4.125376], [2.370660, -1.772385, 5.097898], [0.757420, -0.701457, 3.542755], [2.621383, 0.417784, -6.339073], [3.642274, 0.467711, -5.211545], [4.042647, 1.883773, -4.801797], [2.937566, 2.761865, -4.208324], [2.490641, 2.312889, -2.891120], [1.624250, 1.253799, -2.753529], [1.989739, -0.040118, -1.764829], [0.492301, 1.309818, -3.509248], [-0.257747, 2.558675, -3.711792], [-0.802962, 2.730528, -5.132154], [-2.211162, 2.175787, -5.344334], [-2.329727, 0.678141, -5.095711], [2.516814, -0.597206, -6.724097], [2.912593, 1.063684, -7.173169], [1.638779, 0.731470, -5.990152], [4.551383, -0.058812, -5.518530], [3.259987, -0.075817, -4.344697], [4.453564, 2.411251, -5.672852], [4.849926, 1.821482, -4.064920], [2.076611, 2.821366, -4.873075], [3.321016, 3.780066, -4.098218], [3.241345, 2.239616, -2.218481], [-0.114643, 0.529268, -3.280114], [0.403847, 3.383165, -3.452324], [-1.072330, 2.564385, -2.978656], [-0.116142, 2.251810, -5.836422], [-0.806073, 3.797233, -5.375937], [-2.525108, 2.408296, -6.367876], [-2.901873, 2.699739, -4.677326], [-1.623169, 0.118545, -5.715959], [-3.335060, 0.319989, -5.322774], [-2.150474, 0.431323, -4.047733], [3.534517, 4.557031, 6.307385], [2.674014, 5.497592, 5.462510], [3.550119, 6.669836, 5.001729], [1.542792, 6.029183, 6.357624], [2.072711, 4.788958, 4.246420], [1.121897, 5.457153, 3.474247], [0.479994, 4.853026, 2.391759], [0.815162, 3.548552, 2.105332], [0.305763, 2.719145, 1.168525], [0.917771, 1.415109, 1.341859], [1.914028, 1.622932, 2.381329], [1.780205, 2.880509, 2.845964], [2.422492, 3.476309, 3.909890], [3.913778, 5.095842, 7.179701], [4.392329, 4.181996, 5.746417], [2.958523, 3.700121, 6.658561], [3.959487, 7.209950, 5.861254], [2.972428, 7.371502, 4.398788], [4.380929, 6.310117, 4.391537], [1.940512, 6.351111, 7.324737], [0.793447, 5.255263, 6.525112], [1.042116, 6.884661, 5.902691], [0.842729, 6.471300, 3.734753], [-0.281264, 5.372031, 1.823532], [3.133751, 2.901667, 4.484343], [-6.102116, 4.644490, 2.144578], [-5.078253, 3.904203, 2.772289], [-5.311101, 3.257685, 3.980577], [-4.296576, 2.532885, 4.593019], [-3.044256, 2.463992, 4.009842], [-2.801997, 3.121280, 2.810199], [-3.810822, 3.836285, 2.195741], [-1.729566, 1.503140, 4.728865], [-2.369109, 0.678887, 5.742643], [-0.722056, 2.431546, 5.186089], [-1.138603, 0.696180, 3.513475], [-1.804343, -0.331332, 2.964998], [-3.221971, -1.119600, 3.614571], [-3.198081, -2.247897, 2.304410], [-2.164100, -1.974270, 1.484683], [-1.388262, -0.895268, 1.841689], [-7.023136, 4.286737, 2.350103], [-5.970164, 4.709985, 1.145719], [-6.297891, 3.300343, 4.430037], [-4.476062, 1.991378, 5.511976], [-1.829021, 3.030041, 2.346068], [-3.625899, 4.314761, 1.240374], [-3.928511, -3.031375, 2.205157], [-1.896196, -2.527002, 0.596337]],
  "forces_ev_per_angstrom": [[-0.566, -0.019, -1.097], [-0.022, 0.039, 0.017], [-0.038, -0.057, 0.026], [-0.037, -0.015, 0.041], [0.147, -0.086, -0.058], [-0.152, 0.099, -0.342], [-0.016, 0.016, 0.004], [-0.009, 0.000, 0.006], [-0.015, 0.000, -0.015], [-0.019, -0.007, 0.063], [0.145, -0.100, 0.338], [0.022, -0.039, -0.061], [0.018, -0.005, 0.019], [0.020, -0.008, -0.038], [-0.037, 0.022, 0.047], [-0.040, 0.053, -0.051], [0.030, -0.073, -0.023], [-0.025, 0.004, 0.022], [0.052, 0.112, 0.028], [-0.152, -0.012, -0.106], [0.186, 0.014, 0.422], [0.127, -0.146, 0.022], [-0.057, -0.210, -0.098], [0.014, 0.030, 0.038], [0.013, -0.002, 0.030], [-0.030, 0.015, -0.024], [0.018, 0.110, -0.001], [0.223, -0.115, 0.026], [-0.002, -0.011, 0.012], [-0.001, 0.002, 0.010], [-0.003, -0.020, -0.003], [0.014, 0.002, -0.009], [0.017, 0.007, 0.021], [-0.015, 0.024, -0.008], [-0.011, 0.005, -0.009], [0.017, 0.006, 0.004], [-0.005, 0.006, 0.004], [0.021, -0.013, 0.011], [0.021, -0.012, 0.021], [-0.027, 0.001, -0.047], [0.000, -0.014, 0.067], [0.034, 0.087, -0.025], [-0.034, 0.039, 0.047], [0.104, -0.127, -0.056], [-0.192, 0.000, -0.230], [0.271, 0.236, 0.137], [0.012, -0.047, 0.211], [0.091, 0.033, 0.027], [-0.018, -0.011, 0.026], [0.000, -0.011, -0.024], [0.016, -0.016, 0.013], [-0.013, 0.023, 0.016], [0.020, 0.012, -0.015], [-0.068, 0.049, 0.020], [0.013, 0.002, -0.014], [0.007, -0.016, 0.011], [0.004, -0.017, 0.004], [0.022, 0.024, -0.007], [0.007, -0.063, -0.030], [-0.040, 0.003, -0.002], [-0.008, -0.098, -0.011], [-0.020, -0.008, 0.008], [0.006, -0.015, -0.008], [-0.037, 0.020, -0.055], [0.057, -0.004, -0.034], [-0.019, 0.020, 0.011], [-0.008, 0.018, 0.004], [0.004, 0.018, 0.012], [0.027, -0.007, 0.001], [-0.009, 0.008, -0.026], [-0.020, -0.015, 0.023], [0.024, -0.007, -0.005], [-0.020, -0.023, 0.005], [-0.005, -0.003, 0.012], [0.003, -0.002, 0.006], [-0.007, 0.047, -0.039], [0.030, -0.011, -0.007], [0.028, -0.045, 0.052], [0.088, 0.135, 0.053], [0.007, -0.196, -0.156], [0.164, 0.581, 0.620], [-0.124, -0.210, -0.198], [0.000, 0.126, 0.062], [-0.062, 0.019, -0.014], [0.012, 0.005, 0.007], [0.010, 0.002, -0.014], [-0.032, -0.004, 0.007], [0.009, 0.012, 0.024], [-0.010, 0.012, -0.009], [0.012, -0.008, -0.008], [0.017, 0.038, 0.004], [0.010, -0.036, 0.026], [-0.031, -0.008, -0.027], [-0.006, 0.016, 0.000], [-0.012, 0.018, -0.010], [0.017, -0.025, 0.011], [-0.025, 0.046, 0.004], [0.025, 0.010, -0.046], [0.029, -0.030, 0.038], [-0.029, -0.034, -0.012], [0.011, 0.087, -0.031], [0.015, -0.017, 0.043], [-0.032, 0.028, 0.032], [-0.010, 0.132, 0.113], [0.001, -0.015, 0.013], [-0.069, -0.045, -0.003], [0.107, 0.010, 0.069], [0.214, 0.171, -0.121], [-0.171, -0.134, 0.086], [0.055, 0.042, -0.078], [-0.162, -0.050, 0.102], [-0.046, -0.361, 0.092], [0.012, -0.013, -0.018], [-0.008, -0.023, 0.005], [-0.005, 0.001, 0.006], [0.001, -0.005, 0.021], [0.015, -0.011, -0.038], [-0.010, 0.008, -0.011], [-0.044, -0.007, 0.007], [-0.030, 0.038, -0.013]]
}